(1)
Computed, not measured: a cluster of 2 separate species, C4H11N3O2 in total, with the ωB97M-V functional and the def2-TZVPD basis.

ORCA input file:
```
! wB97M-V def2-TZVPD RIJCOSX def2/J DEFGRID3
* xyz 0 1
H 0.464 2.768 -1.153
N -0.122 2.134 -1.673
C -0.955 1.419 -1.050
N -1.505 1.718 0.212
N -1.437 0.231 -1.571
C -0.730 -0.349 -2.716
H -2.497 1.759 0.339
H -0.898 1.785 1.010
H -1.692 -0.482 -0.923
H -0.175 0.361 -3.318
H -1.475 -0.860 -3.322
H 0.083 -1.011 -2.391
C 1.732 -1.725 2.747
C 1.018 -0.653 1.977
O 0.669 0.464 2.217
O 0.953 -1.110 0.684
H 1.113 -2.311 3.422
H 2.512 -1.350 3.399
H 2.247 -2.368 2.044
H 0.693 -0.421 0.066
*
```

Summary:
**E_tot**: -473.754497 Ha
**HOMO-LUMO gap**: 9.329 eV
**ΔE to the lowest compared entry with this formula, charge and spin**: 1.313 eV

***

(2)
Computed, not measured: an isolated molecule of C4H7NO, with the ωB97M-V functional and the def2-TZVPD basis.

ORCA input file:
```
! wB97M-V def2-TZVPD RIJCOSX def2/J DEFGRID3
* xyz 0 1
C -1.675 0.907 -0.782
C -0.864 -0.019 0.091
O -1.275 -0.337 1.211
C 0.365 -0.562 -0.476
C 1.606 0.065 0.022
N 1.131 -1.163 0.681
H -1.045 1.598 -1.343
H -2.384 1.459 -0.167
H -2.227 0.318 -1.518
H 1.600 0.903 0.720
H 2.548 -0.049 -0.513
H 1.593 -2.043 0.505
H 0.626 -1.077 1.569
*
```

Summary:
**E_tot**: -286.509764 Ha
**HOMO-LUMO gap**: 8.845 eV
**ΔE to the lowest compared entry with this formula, charge and spin**: 3.317 eV